#one
10
Properties=species:S:1:pos:R:3:mulliken_charge:R:1 method="wB97M-V/def2-TZVPD" orbital_gap_ha="0.3259 / 0.3258" charge=0 lumo_ev="0.03 / 0.03"
C 1.527 -0.131 -0.527 -0.4036
C -0.285 1.280 0.017 0.4472
C -1.164 -0.621 0.590 -0.2581
N 0.882 0.948 -0.334 -0.2244
O -0.961 2.265 0.095 -0.5036
Cl 0.021 -1.758 0.164 -0.0638
Cl -2.640 -0.565 -0.388 -0.1225
H 1.443 -0.693 -1.455 0.3791
H 2.362 -0.221 0.263 0.3204
H -1.185 -0.505 1.575 0.4292

---

#two
10
Properties=species:S:1:pos:R:3:mulliken_charge:R:1 method="wB97M-V/def2-TZVPD" orbital_gap_ha=0.3927 charge=0 lumo_ev=0.61
O 1.386 -0.480 -2.180 -0.3232
N 0.281 -0.118 -1.639 -0.1040
C -0.121 -0.607 -0.564 -0.3356
Cl 0.702 -1.926 0.445 -0.2426
H 1.962 -1.149 -1.743 0.3046
H -1.059 -0.427 -0.118 0.6367
C -1.125 0.769 1.948 -0.0549
C -0.473 1.442 1.219 -0.0728
Cl 0.182 2.580 0.306 -0.1485
H -1.736 -0.085 2.326 0.3403

---

#three
10
Properties=species:S:1:pos:R:3:mulliken_charge:R:1 method="wB97M-V/def2-TZVPD" smiles="O=CNC=C(Cl)Cl" orbital_gap_ha=0.3340 charge=0 lumo_ev=0.30
O -3.330 -0.903 -0.072 -0.4958
C -2.916 0.251 0.106 0.1304
N -1.523 0.618 0.000 -0.1610
C -0.518 -0.248 -0.080 -0.2734
C 0.822 -0.114 0.109 0.2948
Cl 1.504 1.518 -0.032 -0.2255
Cl 1.953 -1.401 0.013 -0.1618
H -3.637 1.168 0.113 0.2668
H -1.386 1.685 0.093 0.2668
H -0.780 -1.269 -0.107 0.3587

---

#four
10
Properties=species:S:1:pos:R:3:mulliken_charge:R:1 method="wB97M-V/def2-TZVPD" smiles="O=C1N[C@@H](Cl)[C@@H]1Cl" orbital_gap_ha=0.4126 charge=0 lumo_ev=0.61
O 0.599 1.209 -2.188 -0.5561
C 0.457 0.689 -1.103 0.3413
N -0.706 0.423 -0.375 -0.1559
C -0.065 -0.310 0.657 -0.0209
Cl -0.224 -2.078 0.337 -0.2110
C 1.290 0.240 0.049 -0.1140
Cl 1.920 1.674 0.941 -0.1818
H -1.639 0.287 -0.627 0.1988
H -0.431 -0.068 1.788 0.2912
H 2.014 -0.451 -0.110 0.4084

---

Of them, #four has the highest stability.

---

#one
10
Properties=species:S:1:pos:R:3:mulliken_charge:R:1 method="wB97M-V/def2-TZVPD" smiles="O=C(Cl)CCl.C#N" orbital_gap_ha=0.4010 charge=0 lumo_ev=0.24
O -2.255 -1.953 0.251 -0.4181
C -2.171 -0.788 0.008 0.5233
Cl -3.536 0.112 -0.605 -0.1667
C -1.118 0.093 0.629 -0.4681
Cl -0.870 1.614 -0.178 -0.1502
H -1.407 0.455 1.695 0.3004
H -0.312 -0.561 0.845 0.3923
C 1.596 -0.466 -1.710 0.1103
N 1.350 -1.007 -0.711 -0.4029
H 1.778 -0.041 -2.677 0.2796

---

#two
10
Properties=species:S:1:pos:R:3:mulliken_charge:R:1 method="wB97M-V/def2-TZVPD" smiles="O=C(Cl)N1C[C@@H]1Cl" orbital_gap_ha=0.4160 charge=0 lumo_ev=0.63
O 0.109 2.172 -2.430 -0.4654
C -0.330 1.123 -2.016 0.5770
Cl -1.442 0.085 -2.953 -0.1702
N 0.118 0.522 -0.900 -0.1078
C -0.437 -0.518 0.147 -0.6829
C 0.427 0.862 0.413 0.0142
Cl -0.564 2.075 1.206 -0.1786
H -0.336 -1.469 -0.364 0.3803
H -1.424 -0.284 0.487 0.2932
H 1.394 1.009 0.895 0.3400

---

#three
10
Properties=species:S:1:pos:R:3:mulliken_charge:R:1 method="wB97M-V/def2-TZVPD" smiles="O=CNC=C(Cl)Cl" orbital_gap_ha=0.3470 charge=0 lumo_ev=0.53
O -2.041 -0.930 1.117 -0.4967
C -1.172 -1.424 0.457 0.0494
N -0.122 -0.723 -0.165 -0.1240
C 0.050 0.631 0.053 -0.4762
C 1.073 1.358 -0.413 0.4898
Cl 2.297 0.783 -1.465 -0.1879
Cl 1.256 2.988 0.193 -0.1905
H -1.155 -2.505 0.266 0.3401
H 0.512 -1.281 -0.684 0.2123
H -0.699 1.102 0.641 0.3837

---

#four
10
Properties=species:S:1:pos:R:3:mulliken_charge:R:1 method="wB97M-V/def2-TZVPD" smiles="O=C=N/C=C/Cl.Cl" orbital_gap_ha=0.3458 charge=0 lumo_ev=0.17
O -2.769 1.520 -0.415 -0.3731
C -1.967 0.762 -0.699 0.5414
N -1.321 -0.167 -1.131 -0.3448
C -0.223 -0.929 -0.925 0.0130
C 0.334 -1.082 0.238 -0.5024
Cl 1.712 -2.197 0.432 -0.1951
H -0.103 -1.556 -1.772 0.3750
H 0.222 -0.488 1.014 0.4703
Cl 1.503 1.828 1.267 -0.2572
H 2.612 2.309 1.990 0.2729

---

Of them, #three has the highest stability.

---

#one
48
Properties=species:S:1:pos:R:3:mulliken_charge:R:1 method="wB97M-V/def2-TZVPD" smiles="CCCCOc1ccc(C(=O)NCC(=O)NCC(=O)OCC)cc1" orbital_gap_ha=0.3481 charge=0 lumo_ev=0.59
C -6.043 0.275 -1.999 -1.0778
C -6.463 1.496 -1.190 -0.5342
C -5.508 1.806 -0.036 -0.3899
C -5.529 0.749 1.073 -0.7863
O -4.877 -0.458 0.726 -0.4726
C -3.526 -0.512 0.682 0.8725
C -2.992 -1.724 0.230 -0.8002
C -1.632 -1.912 0.149 -0.4841
C -0.756 -0.892 0.524 0.2242
C 0.719 -1.027 0.483 0.6048
O 1.458 -0.365 1.202 -0.7853
N 1.206 -1.932 -0.397 -0.1561
C 2.618 -2.227 -0.507 -0.8603
C 3.387 -1.200 -1.354 0.7616
O 3.936 -1.488 -2.397 -0.6734
N 3.358 0.033 -0.820 -0.0830
C 4.111 1.122 -1.377 -0.7067
C 5.346 1.474 -0.556 0.5517
O 5.990 2.478 -0.708 -0.6065
O 5.619 0.531 0.338 -0.1990
C 6.771 0.733 1.160 -0.2414
C 6.852 -0.416 2.147 -1.1850
C -1.290 0.303 0.995 -1.0428
C -2.654 0.504 1.068 -0.2040
H -6.044 -0.616 -1.378 0.2512
H -5.042 0.412 -2.403 0.2740
H -6.729 0.119 -2.829 0.3875
H -7.469 1.342 -0.792 0.3052
H -6.499 2.367 -1.849 0.3249
H -4.493 1.900 -0.427 0.3334
H -5.789 2.762 0.411 0.3643
H -6.561 0.449 1.278 0.4016
H -5.102 1.157 1.997 0.3678
H -3.678 -2.509 -0.047 0.4430
H -1.256 -2.871 -0.178 0.4198
H 0.595 -2.324 -1.094 0.2795
H 3.044 -2.222 0.502 0.3115
H 2.743 -3.214 -0.955 0.3760
H 2.915 0.152 0.089 0.3076
H 3.496 2.021 -1.478 0.3236
H 4.450 0.814 -2.373 0.3459
H 6.675 1.697 1.671 0.3233
H 7.658 0.774 0.518 0.3076
H 7.721 -0.289 2.786 0.4008
H 5.958 -0.444 2.763 0.2900
H 6.937 -1.359 1.614 0.2999
H -0.610 1.082 1.305 0.4365
H -3.023 1.449 1.433 0.3990

---

#two
48
Properties=species:S:1:pos:R:3:mulliken_charge:R:1 method="wB97M-V/def2-TZVPD" smiles="CCCCOc1ccc(C(=O)NCC(=O)NCC(=O)OCC)cc1" orbital_gap_ha=0.3452 charge=0 lumo_ev=0.77
C 7.808 -0.581 0.026 -1.1813
C 6.667 0.102 -0.718 -0.4474
C 5.498 0.480 0.190 -0.3752
C 4.783 -0.741 0.774 -0.7356
O 3.620 -0.388 1.498 -0.4513
C 2.484 -0.052 0.839 0.8001
C 1.416 0.342 1.652 -0.9202
C 0.207 0.707 1.105 -0.7397
C 0.026 0.682 -0.277 0.7073
C -1.263 1.039 -0.923 0.5407
O -1.662 0.501 -1.942 -0.6813
N -1.939 2.059 -0.329 -0.2082
C -3.321 2.305 -0.657 -0.8846
C -4.210 1.702 0.433 0.7291
O -3.804 1.524 1.561 -0.6712
N -5.479 1.426 0.041 -0.2705
C -6.299 0.550 0.841 -0.6331
C -6.017 -0.928 0.556 0.6666
O -6.574 -1.835 1.112 -0.6066
O -5.085 -1.047 -0.381 -0.2295
C -4.583 -2.348 -0.706 -0.3784
C -3.066 -2.326 -0.615 -0.9531
C 1.076 0.255 -1.082 -1.0488
C 2.297 -0.097 -0.541 -0.1219
H 8.145 0.037 0.855 0.2990
H 8.649 -0.743 -0.644 0.3705
H 7.498 -1.546 0.418 0.3091
H 6.309 -0.554 -1.516 0.2804
H 7.045 1.013 -1.187 0.3374
H 5.855 1.103 1.013 0.3081
H 4.776 1.070 -0.379 0.3925
H 5.418 -1.235 1.514 0.3270
H 4.544 -1.465 -0.015 0.3482
H 1.567 0.346 2.720 0.4406
H -0.607 0.974 1.764 0.3819
H -1.661 2.344 0.598 0.2494
H -3.507 3.382 -0.729 0.2807
H -3.512 1.831 -1.622 0.4865
H -5.677 1.438 -0.948 0.3004
H -7.359 0.755 0.679 0.3652
H -6.061 0.730 1.894 0.2911
H -4.908 -2.571 -1.727 0.2644
H -5.022 -3.076 -0.017 0.3845
H -2.753 -2.108 0.404 0.2897
H -2.670 -3.294 -0.906 0.4427
H -2.660 -1.562 -1.274 0.1287
H 0.923 0.212 -2.149 0.4317
H 3.089 -0.410 -1.203 0.3843

---

Of them, #one has the highest stability.

---

#one
17
Properties=species:S:1:pos:R:3:mulliken_charge:R:1 method="wB97M-V/def2-TZVPD" smiles="C1=NN[C@@H]2C=NN[C@@H]1C2" orbital_gap_ha=0.3587 charge=0 lumo_ev=0.96
C -0.416 0.738 -1.769 -0.6869
N 0.434 -0.236 -2.041 -0.5331
N 0.704 -1.164 -0.975 -0.1491
C 0.979 -0.632 0.470 -0.2574
C -0.096 -0.820 1.525 -0.1214
N -1.231 -0.158 1.698 -0.5719
N -1.561 0.942 0.862 -0.2073
C -0.658 0.655 -0.334 0.0519
C 0.827 0.834 0.269 -0.7571
H -0.925 1.260 -2.605 0.4014
H 1.265 -2.048 -1.338 0.2958
H 1.920 -0.983 0.801 0.4172
H 0.032 -1.561 2.348 0.4225
H -2.582 0.814 0.634 0.3633
H -0.894 -0.431 -0.302 0.6139
H 0.762 1.436 1.151 0.3988
H 1.441 1.356 -0.395 0.3194

---

#two
17
Properties=species:S:1:pos:R:3:mulliken_charge:R:1 method="wB97M-V/def2-TZVPD" orbital_gap_ha=0.2801 charge=0 lumo_ev=0.69
C 0.070 1.028 0.843 0.2512
C -1.504 -0.445 0.290 0.3191
C 0.414 -1.204 -1.371 -0.4950
C 1.441 0.028 -1.419 -0.2838
C 0.400 0.618 -0.447 -0.2126
H 0.824 1.255 2.659 0.2782
H 1.822 1.789 1.512 0.2838
H -1.692 0.737 1.902 0.2354
H -2.936 -1.575 -0.239 0.2215
H 0.120 -1.593 -2.311 0.2668
H 0.697 -2.035 -0.684 0.2488
H 2.526 -0.145 -1.026 0.2789
H 1.355 0.671 -2.363 0.2164
N 0.767 1.785 1.789 -0.6547
N -1.110 0.498 1.127 -0.0883
N -2.569 -1.113 0.559 -0.7760
N -0.625 -0.299 -0.820 -0.0895

---

Of them, #two has the highest stability.

---

#one
25
Properties=species:S:1:pos:R:3:mulliken_charge:R:1 method="wB97M-V/def2-TZVPD" orbital_gap_ha=0.2040 charge=+1 lumo_ev=-8.37
C -0.206 1.337 -0.031 -0.9693
N -1.517 0.711 -0.144 -0.2046
C -2.085 0.295 1.146 -0.1648
C -3.429 -0.314 0.922 -1.2499
C 0.882 0.262 -0.257 0.2624
N 0.474 -0.946 0.290 -0.3018
C 3.360 0.226 -0.817 -1.1495
C 2.286 0.750 0.169 -0.6976
H -0.040 2.128 -0.763 0.4000
H -0.090 1.761 0.971 0.3453
H -1.338 -0.134 -0.705 0.3197
H -1.334 -0.373 1.631 0.2868
H -2.072 1.163 1.819 0.3920
H -3.235 -1.276 0.421 0.3058
H -3.983 0.271 0.190 0.3471
H -4.017 -0.448 1.823 0.3848
H 0.841 0.088 -1.372 0.4447
H -0.914 -3.536 -1.499 0.0887
H 1.252 -1.588 0.041 0.3677
H -0.283 -3.259 -1.748 -0.0890
H 4.387 0.421 -0.525 0.3702
H 3.216 0.833 -1.720 0.3659
H 3.141 -0.805 -1.095 0.3047
H 2.422 0.597 1.235 0.4743
H 2.283 1.836 0.018 0.3665

---

#two
25
Properties=species:S:1:pos:R:3:mulliken_charge:R:1 method="wB97M-V/def2-TZVPD" smiles=CCC[C@@H]([NH3+])CNC orbital_gap_ha=0.3846 charge=+1 lumo_ev=-3.10
C -3.182 0.423 1.420 -1.3773
C -2.104 -0.106 0.459 -0.4220
C -1.053 0.918 0.171 -0.8000
C 0.172 0.251 -0.466 -0.1240
N 0.933 1.266 -1.345 -0.2448
C 1.256 -0.105 0.567 -0.9374
N 2.456 -0.531 -0.163 -0.3955
C 2.343 -1.833 -0.832 -0.9392
H -2.752 0.768 2.356 0.3713
H -3.742 1.232 0.944 0.3363
H -3.938 -0.338 1.611 0.3706
H -1.765 -1.046 0.880 0.3770
H -2.607 -0.352 -0.484 0.2907
H -0.732 1.460 1.069 0.3757
H -1.394 1.710 -0.501 0.4444
H 0.048 -0.657 -1.047 0.4376
H 1.069 2.100 -0.789 0.3589
H 0.509 1.503 -2.231 0.3384
H 1.866 0.843 -1.514 0.3878
H 1.555 0.689 1.245 0.4794
H 0.866 -0.932 1.174 0.4447
H 3.264 -0.584 0.440 0.3048
H 3.140 -2.525 -0.562 0.3581
H 2.346 -1.798 -1.919 0.2686
H 1.446 -2.356 -0.480 0.2959

---

Of them, #two has the highest stability.